## P
Below is the ion C5H8N3 with charge +1, with properties calculated with the ωB97M-V functional and the def2-TZVPD basis.

The SMILES is NCN=[N+]=C1C=CC1. The value obtained for the orbital gap is 9.93 eV. As for the molar mass: 110.14 g/mol. As for the HOMO energy: -0.5435 Eh.

ORCA input file:
```
! RIJCOSX wB97M-V def2-TZVPD def2/J DEFGRID3
* xyz 1 1
C 1.218 0.188 -1.966
C 1.025 1.230 -1.121
C -0.111 -0.534 -1.594
C -0.867 -0.146 1.916
C -0.227 0.670 -0.574
N -1.755 0.679 1.113
N -1.269 1.027 0.053
N 0.268 -0.562 1.203
H 2.069 -0.015 -2.468
H 1.622 2.005 -0.879
H -0.896 -0.392 -2.434
H -0.120 -1.521 -1.064
H -0.680 0.413 2.890
H -1.537 -0.926 2.353
H 1.111 -0.626 1.708
H 0.149 -1.491 0.863
*
```

Electronic structure analysis, Löwdin charges in units of e: number 1, C, carries 0.067; number 2, C, carries 0.050; number 3, C, carries -0.020; number 4, C, carries -0.231; number 5, C, carries -0.213; number 6, N, carries 0.138; number 7, N, carries 0.134; number 8, N, carries 0.094; number 9, H, carries 0.087; number 10, H, carries 0.086; number 11, H, carries 0.156; number 12, H, carries 0.116; number 13, H, carries 0.168; number 14, H, carries 0.153; number 15, H, carries 0.118; number 16, H, carries 0.099

=====

## Q
Below is the ion C5H8N3 with charge +1, with properties calculated with the ωB97M-V functional and the def2-TZVPD basis.

The value obtained for the orbital gap (alpha / beta) is 7.37 / 7.37 eV. As for the molar mass: 110.14 g/mol. As for the HOMO energy (alpha / beta): -0.4442 / -0.4442 Eh.

ORCA input file:
```
! RIJCOSX wB97M-V def2-TZVPD def2/J DEFGRID3
* xyz 1 1
C -1.043 -1.324 0.347
C 0.328 -1.203 0.501
C 0.125 2.011 0.952
C -1.999 -0.283 0.335
C 2.155 -0.110 -0.673
N 0.778 1.021 0.740
N 1.021 -0.018 0.180
N -2.533 0.457 -0.593
H -1.747 -2.086 0.304
H 0.853 -2.125 0.479
H 0.523 2.635 1.814
H 2.592 0.900 -0.670
H 2.804 -0.848 -0.206
H 1.857 -0.417 -1.698
H -3.248 1.079 -0.222
H -2.466 0.313 -1.589
*
```

Electronic structure analysis, Löwdin charges in units of e: number 1, C, carries -0.051; number 2, C, carries -0.051; number 3, C, carries 0.205; number 4, C, carries -0.058; number 5, C, carries 0.036; number 6, N, carries 0.014; number 7, N, carries -0.182; number 8, N, carries 0.138; number 9, H, carries 0.106; number 10, H, carries 0.110; number 11, H, carries 0.119; number 12, H, carries 0.119; number 13, H, carries 0.112; number 14, H, carries 0.126; number 15, H, carries 0.125; number 16, H, carries 0.132

=====

Which of them is least stable? Easy: Q.

=====

## P
Below is the ion C4H9N2S2 with charge +1, with properties calculated with the ωB97M-V functional and the def2-TZVPD basis.

The SMILES is C[N@@H+]1C=CNC1(S)S. The value obtained for the orbital gap is 10.00 eV. As for the molar mass: 149.26 g/mol. As for the HOMO energy: -0.4824 Eh.

ORCA input file:
```
! RIJCOSX wB97M-V def2-TZVPD def2/J DEFGRID3
* xyz 1 1
C 0.887 -1.300 -1.295
C 1.233 -1.157 0.020
C -0.843 -0.008 -0.386
C 1.061 1.164 1.000
N -0.268 -0.636 -1.612
N 0.312 -0.118 0.658
S -1.991 -1.211 0.378
S -1.657 1.614 -0.766
H 1.510 -1.816 -2.067
H 2.119 -1.259 0.540
H 2.021 1.066 0.408
H 0.333 1.956 0.860
H 1.244 1.193 2.035
H -0.656 -0.593 -2.549
H -0.193 -0.328 1.530
H -2.588 -0.332 1.035
H -2.523 1.765 0.210
*
```

Electronic structure analysis, Löwdin charges in units of e: number 1, C, carries -0.071; number 2, C, carries -0.022; number 3, C, carries -0.963; number 4, C, carries 0.026; number 5, N, carries -0.015; number 6, N, carries -0.164; number 7, S, carries 0.878; number 8, S, carries 0.838; number 9, H, carries 0.163; number 10, H, carries 0.096; number 11, H, carries 0.135; number 12, H, carries 0.055; number 13, H, carries 0.084; number 14, H, carries 0.157; number 15, H, carries 0.123; number 16, H, carries -0.187; number 17, H, carries -0.131

=====

## Q
Below is a structure of composition C4H9N2S2, with properties calculated with the ωB97M-V functional and the def2-TZVPD basis.

The value obtained for the orbital gap is 8.55 eV. As for the molar mass: 149.26 g/mol. As for the HOMO energy: -0.4694 Eh.

ORCA input file:
```
! RIJCOSX wB97M-V def2-TZVPD def2/J DEFGRID3
* xyz 1 1
C 0.296 1.425 1.274
C 0.667 1.402 -0.023
C -0.817 -0.271 0.336
C 1.372 -0.705 -1.011
N -0.520 0.336 1.516
N 0.187 0.226 -0.649
S -2.537 0.886 -0.622
S -1.255 -1.975 0.419
H 0.384 2.226 2.054
H 1.430 2.043 -0.470
H 1.695 -1.241 -0.078
H 1.177 -1.626 -1.509
H 2.142 -0.084 -1.341
H -0.754 -0.065 2.429
H -0.390 0.474 -1.445
H -3.027 1.222 0.452
H -1.027 -2.019 -0.890
*
```

Electronic structure analysis, Löwdin charges in units of e: number 1, C, carries -0.028; number 2, C, carries -0.082; number 3, C, carries -0.872; number 4, C, carries 0.054; number 5, N, carries -0.002; number 6, N, carries -0.139; number 7, S, carries 0.653; number 8, S, carries 0.890; number 9, H, carries 0.169; number 10, H, carries 0.149; number 11, H, carries 0.127; number 12, H, carries 0.084; number 13, H, carries 0.083; number 14, H, carries 0.177; number 15, H, carries 0.111; number 16, H, carries -0.274; number 17, H, carries -0.098

=====

Which of them is least stable? Easy: Q.

=====

## P
Below is the molecule C7H10O, with properties calculated with the ωB97M-V functional and the def2-TZVPD basis.

The value obtained for the orbital gap is 10.05 eV. As for the molar mass: 110.16 g/mol. As for the HOMO energy: -0.3288 Eh.

ORCA input file:
```
! RIJCOSX wB97M-V def2-TZVPD def2/J DEFGRID3
* xyz 0 1
C -0.875 -0.593 1.813
C -1.146 -0.458 0.403
C -0.782 0.673 -0.525
C -0.318 -1.048 -0.603
C 1.204 -0.489 -0.579
C 1.537 0.882 -1.277
C 0.716 0.939 0.063
H -1.475 0.026 2.397
H 0.305 -0.022 1.575
H -1.024 -1.599 2.179
H -2.207 -0.693 0.225
H -1.155 1.898 -0.588
H -0.567 -1.997 -0.889
H 2.206 -0.948 -0.008
H 2.531 1.107 -1.278
H 0.971 0.936 -2.254
H 0.878 1.396 0.988
O -0.799 -0.009 -1.641
*
```

Electronic structure analysis, Löwdin charges in units of e: number 1, C, carries -0.026; number 2, C, carries -0.352; number 3, C, carries -0.422; number 4, C, carries -0.140; number 5, C, carries -0.076; number 6, C, carries -0.053; number 7, C, carries -0.159; number 8, H, carries 0.054; number 9, H, carries 0.155; number 10, H, carries 0.082; number 11, H, carries 0.161; number 12, H, carries 0.209; number 13, H, carries 0.122; number 14, H, carries 0.177; number 15, H, carries 0.054; number 16, H, carries 0.123; number 17, H, carries 0.100; number 18, O, carries -0.006

=====

## Q
Below is a cluster of 2 separate species, C7H10O in total, with properties calculated with the ωB97M-V functional and the def2-TZVPD basis.

The SMILES is Cc1ccccc1.O. The value obtained for the orbital gap is 9.81 eV. As for the molar mass: 110.16 g/mol. As for the HOMO energy: -0.3319 Eh.

ORCA input file:
```
! RIJCOSX wB97M-V def2-TZVPD def2/J DEFGRID3
* xyz 0 1
C -4.278 -0.420 0.328
C -3.782 0.604 -0.486
C -3.400 -1.223 1.100
C -2.391 0.881 -0.520
C -2.035 -1.079 0.915
C -1.506 0.011 0.165
C 0.000 0.000 0.000
H -5.368 -0.532 0.396
H -4.476 1.082 -1.191
H -3.801 -2.032 1.725
H -1.974 1.575 -1.261
H -1.355 -1.766 1.434
H 0.318 -0.643 -0.838
H 0.380 -0.433 0.940
H 0.449 0.999 -0.134
O -2.696 1.357 -3.809
H -1.716 1.445 -3.807
H -2.870 0.507 -3.345
*
```

Electronic structure analysis, Löwdin charges in units of e: number 1, C, carries -0.100; number 2, C, carries -0.099; number 3, C, carries -0.090; number 4, C, carries -0.054; number 5, C, carries -0.071; number 6, C, carries -0.270; number 7, C, carries -0.069; number 8, H, carries 0.100; number 9, H, carries 0.105; number 10, H, carries 0.104; number 11, H, carries 0.097; number 12, H, carries 0.110; number 13, H, carries 0.084; number 14, H, carries 0.073; number 15, H, carries 0.079; number 16, O, carries -0.089; number 17, H, carries 0.049; number 18, H, carries 0.041

=====

## R
Below is a cluster of 2 separate species, C7H10O in total, with properties calculated with the ωB97M-V functional and the def2-TZVPD basis.

The SMILES is C#CCC(C)=O.C=C. The value obtained for the orbital gap is 10.24 eV. As for the molar mass: 110.16 g/mol. As for the HOMO energy: -0.3484 Eh.

ORCA input file:
```
! RIJCOSX wB97M-V def2-TZVPD def2/J DEFGRID3
* xyz 0 1
C 0.217 1.241 0.343
C 1.325 1.470 -0.624
C -0.865 1.035 0.824
C 2.463 0.435 -0.347
C 1.965 -0.840 0.343
C -3.074 -0.393 -0.041
C -2.074 -1.255 -0.077
O 3.586 0.414 -0.848
H 1.626 2.553 -0.569
H -1.691 0.980 1.372
H 1.134 -1.417 -0.010
H 1.669 -0.610 1.366
H 2.741 -1.530 0.309
H -3.054 0.171 -0.990
H -3.791 -0.318 0.764
H 1.050 1.365 -1.666
H -1.838 -1.964 0.777
H -1.388 -1.337 -0.927
*
```

Electronic structure analysis, Löwdin charges in units of e: number 1, C, carries -0.126; number 2, C, carries -0.108; number 3, C, carries 0.098; number 4, C, carries -0.376; number 5, C, carries -0.028; number 6, C, carries -0.120; number 7, C, carries -0.133; number 8, O, carries 0.061; number 9, H, carries 0.133; number 10, H, carries -0.006; number 11, H, carries 0.070; number 12, H, carries 0.088; number 13, H, carries 0.055; number 14, H, carries 0.073; number 15, H, carries 0.061; number 16, H, carries 0.121; number 17, H, carries 0.081; number 18, H, carries 0.057

=====

## S
Below is a cluster of 2 separate species, C7H10O in total, with properties calculated with the ωB97M-V functional and the def2-TZVPD basis.

The SMILES is C=C=C(C)C.C=C=O. The value obtained for the orbital gap is 9.51 eV. As for the molar mass: 110.16 g/mol. As for the HOMO energy: -0.3231 Eh.

ORCA input file:
```
! RIJCOSX wB97M-V def2-TZVPD def2/J DEFGRID3
* xyz 0 1
C -0.598 -0.800 0.389
C 2.889 -2.124 -0.597
C -0.213 -1.993 0.090
C 3.299 -1.427 0.440
C -0.976 0.431 0.396
C -2.429 0.821 0.392
C 0.066 1.514 0.461
O 2.471 -2.924 -1.289
H -0.213 -2.739 0.846
H 0.034 -2.211 -0.983
H 3.398 -2.024 1.319
H 3.644 -0.456 0.301
H -2.710 1.482 1.396
H -3.047 -0.043 0.278
H -2.840 1.487 -0.310
H 0.997 1.164 0.017
H 0.355 1.672 1.550
H -0.354 2.377 -0.006
*
```

Electronic structure analysis, Löwdin charges in units of e: number 1, C, carries -0.096; number 2, C, carries -0.301; number 3, C, carries -0.003; number 4, C, carries 0.012; number 5, C, carries -0.368; number 6, C, carries -0.070; number 7, C, carries -0.057; number 8, O, carries 0.180; number 9, H, carries 0.051; number 10, H, carries 0.083; number 11, H, carries 0.064; number 12, H, carries 0.032; number 13, H, carries 0.141; number 14, H, carries 0.060; number 15, H, carries 0.040; number 16, H, carries 0.066; number 17, H, carries 0.104; number 18, H, carries 0.063

=====

Which of them is least stable? Easy: P.